[1]
Density functional theory data (wB97M-V/def2-TZVPD) for C21H24FN5O4 in the gas phase at a distorted geometry.

Structure (XYZ):
```
55
Properties=species:S:1:pos:R:3:forces:R:3
C 2.1961 1.4720 2.8847 -0.2 -0.1 0.1
C 1.8870 0.6933 1.6298 0.2 0.3 0.2
O 0.9389 -0.0713 1.5312 -0.2 -0.3 0.2
N 2.7391 0.9221 0.6151 0.3 0.1 -0.3
C 2.6782 0.2336 -0.6629 -0.1 0.1 -0.4
C 4.0406 0.2888 -1.3569 -0.2 0.0 0.2
C 5.0637 -0.5055 -0.5994 0.1 0.2 0.1
C 5.2368 -1.8650 -0.8310 0.1 0.1 0.1
C 6.1584 -2.6045 -0.1116 0.0 -0.1 0.0
C 6.9335 -1.9970 0.8620 0.0 0.0 0.0
C 6.7830 -0.6456 1.1167 -0.1 0.2 0.0
C 5.8537 0.0697 0.3872 0.0 -0.3 -0.1
F 5.7111 1.3948 0.6563 0.0 0.0 0.0
C 1.5843 0.8763 -1.5490 0.3 -0.5 0.4
O 1.8342 1.5612 -2.5177 0.2 0.3 -0.3
N 0.3537 0.5753 -1.1097 -0.6 -0.2 0.2
C -0.8517 1.1494 -1.6643 -0.1 0.3 -0.4
C -1.8274 0.0533 -2.0960 0.1 0.0 0.2
C -2.4259 -0.7063 -0.9042 0.0 -0.2 -0.5
N -3.0253 0.2184 0.0269 0.1 0.0 0.0
C -4.3338 0.2857 0.3195 -0.4 -0.4 0.1
N -4.7874 1.4734 0.7530 0.3 0.1 0.0
C -6.0729 1.6902 0.8795 -0.3 -0.1 -0.1
C -7.0516 0.7522 0.5596 0.1 -0.1 0.0
C -6.6191 -0.5213 0.2566 0.2 0.0 0.0
C -5.2540 -0.7960 0.1903 -0.5 1.3 0.1
N -4.8737 -2.1664 0.1815 0.3 -0.7 0.1
O -5.6562 -2.9723 -0.2916 0.0 -0.2 -0.1
O -3.8067 -2.4691 0.6911 0.0 -0.1 0.0
C -2.1166 1.2397 0.5056 0.2 0.5 0.1
C -1.5442 2.0624 -0.6471 0.1 -0.2 0.0
H 1.5364 1.1453 3.6831 0.0 0.0 0.0
H 3.2310 1.3189 3.1810 0.1 0.0 0.0
H 2.0392 2.5339 2.7052 0.0 0.1 0.0
H 3.4606 1.6184 0.7214 0.0 -0.1 0.1
H 2.3915 -0.8074 -0.4640 0.1 0.1 0.0
H 3.9227 -0.1136 -2.3634 0.0 0.1 0.0
H 4.3438 1.3333 -1.4493 0.0 -0.1 -0.1
H 4.6380 -2.3431 -1.5920 -0.1 0.0 -0.1
H 6.2737 -3.6585 -0.3123 0.0 -0.1 0.0
H 7.6544 -2.5712 1.4228 0.1 0.0 0.1
H 7.3716 -0.1418 1.8672 0.0 0.1 0.1
H 0.2765 0.0685 -0.2315 0.2 0.1 -0.1
H -0.5350 1.7292 -2.5388 -0.1 -0.1 0.2
H -2.6377 0.5172 -2.6619 -0.1 0.0 0.0
H -1.3203 -0.6587 -2.7477 0.0 0.0 -0.1
H -1.6618 -1.2955 -0.3872 -0.1 -0.1 0.0
H -3.1703 -1.3933 -1.3016 0.1 0.0 0.1
H -6.3394 2.6716 1.2497 -0.1 0.1 0.0
H -8.0992 0.9928 0.6212 -0.1 0.0 0.0
H -7.3100 -1.3413 0.1240 0.0 0.0 0.0
H -1.3097 0.7386 1.0520 0.0 0.0 0.0
H -2.6658 1.8840 1.1908 0.2 -0.1 0.0
H -2.3529 2.6006 -1.1432 -0.1 0.1 0.0
H -0.8339 2.7925 -0.2579 0.0 0.1 0.0
```
Positions in Å, forces in eV/Å.

SMILES	CC(=O)N[C@H](Cc1ccccc1F)C(=O)NC1CCN(c2ncccc2[N+](=O)[O-])CC1
HOMO energy	-8.30	eV
total energy	-40523.5827	eV

[2]
Density functional theory data (wB97M-V/def2-TZVPD) for a molecular structure, C40H37As2F10N10O15SZr at a distorted geometry.

Structure (XYZ):
```
116
Properties=species:S:1:pos:R:3:forces:R:3
Zr -0.5305 0.3289 1.1302 -1.0 0.6 1.4
C 0.1703 1.9394 3.9167 -0.2 0.0 0.0
N 0.4283 2.1132 2.4713 0.4 -0.3 -0.1
C 1.8653 1.9632 2.1444 -0.2 -0.4 0.3
C 2.3181 0.5576 2.5086 -0.1 -0.3 -0.1
N 1.1932 -0.3899 2.3605 -0.7 -0.6 0.4
C 1.1523 -1.3963 3.3668 0.2 -0.1 -0.5
C 0.6793 -2.7007 3.1010 0.4 0.9 0.3
F 0.3792 -3.0303 1.8565 -0.3 -0.1 -1.4
C 0.4651 -3.6828 4.0306 0.0 -0.1 0.1
F -0.0706 -4.8437 3.6588 0.0 -0.1 -0.1
C 0.7975 -3.4543 5.3450 -0.1 -0.2 0.2
F 0.5881 -4.3746 6.2734 0.0 -0.1 0.1
C 1.3492 -2.2421 5.6618 0.2 0.2 0.2
F 1.6945 -1.9923 6.9185 0.1 0.1 0.1
C 1.5257 -1.2515 4.7079 -0.1 -0.1 0.0
F 2.0400 -0.1083 5.1858 0.0 0.2 0.4
C -0.0128 3.4558 2.0993 -0.3 0.0 0.0
C -1.5176 3.4784 1.9533 -0.2 -0.3 0.0
N -2.0407 2.2004 1.4359 0.2 -0.7 0.1
C -3.4252 2.1137 1.4869 0.1 0.2 0.0
C -4.0449 0.9061 1.1814 -0.2 0.5 0.4
F -3.2286 -0.0940 0.8591 0.5 -1.2 -0.5
C -5.3837 0.6187 1.2280 -0.1 -0.1 -0.1
F -5.8008 -0.6206 0.9605 0.0 -0.1 0.0
C -6.2664 1.6150 1.5605 -0.3 0.0 0.0
F -7.5737 1.3911 1.6148 -0.1 0.0 0.0
C -5.7397 2.8583 1.8279 0.0 0.3 0.1
F -6.5636 3.8542 2.1283 0.0 0.1 0.0
C -4.3753 3.1080 1.7913 0.1 0.2 0.0
F -4.0244 4.3833 2.0333 0.0 0.0 0.0
H 0.7959 2.6218 4.4946 0.1 0.1 0.0
H -0.8760 2.1626 4.1190 0.0 0.0 0.0
H 0.3657 0.9295 4.2340 0.0 -0.1 0.0
H 1.9750 2.1209 1.0763 0.0 0.2 -0.1
H 2.4688 2.7083 2.6643 0.0 0.1 0.1
H 3.1384 0.2763 1.8587 0.3 -0.1 -0.2
H 2.7118 0.5480 3.5147 0.0 0.1 -0.1
H 0.2829 4.1696 2.8671 0.1 0.1 0.1
H 0.4833 3.7522 1.1922 0.2 0.0 -0.3
H -1.9622 3.6932 2.9234 -0.1 0.1 0.1
H -1.7747 4.3127 1.3001 -0.1 0.1 0.0
C -3.1908 -4.6237 0.0255 0.0 0.0 0.1
C -3.1330 -3.8135 1.2681 0.2 0.2 -0.3
N -3.7575 -4.0366 2.3720 0.1 0.4 0.3
N -3.3843 -2.9877 3.1819 -0.5 -0.5 0.4
C -2.5578 -2.1281 2.6141 0.1 0.1 0.1
S -1.8792 -0.7226 3.2714 0.1 0.2 0.0
N -2.3769 -2.6503 1.3914 0.1 -0.3 -0.8
N -1.6138 -2.0190 0.4084 0.5 -0.2 0.6
H -3.8967 -5.4394 0.1671 0.0 0.1 0.0
H -2.2105 -5.0452 -0.2112 0.0 0.0 0.0
H -3.5195 -4.0088 -0.8151 0.0 0.0 0.0
H -3.7575 -2.9245 4.1128 0.0 0.0 0.1
H -0.9458 -2.6861 0.0383 0.3 -0.1 0.1
H -2.2122 -1.7534 -0.3613 -0.4 0.3 -0.4
C 4.3050 3.0871 -0.4467 -0.1 -0.1 -0.1
O 3.6699 1.9774 -1.1169 0.0 -0.1 0.0
C 4.0877 0.7432 -0.7821 0.0 0.0 0.0
O 4.8201 0.4979 0.1399 0.0 0.0 -0.1
C 3.4063 -0.3420 -1.5782 0.2 0.3 0.0
C 4.0494 -1.0296 -2.5394 0.1 0.4 0.0
As 3.6262 -2.7813 -3.5536 0.1 0.0 -0.1
C 2.6419 -1.9342 -5.0174 -0.1 0.1 0.1
C 2.3468 -2.8659 -2.0361 0.4 0.1 0.1
C 1.2386 -2.1115 -2.0456 -0.5 -0.2 0.2
As 1.4125 -0.4275 -1.0522 1.0 -0.5 -1.1
C 1.1053 0.7883 -2.5639 -0.3 0.0 0.0
C 0.2710 -2.3390 -3.1726 0.0 0.1 0.0
O 0.3127 -3.3019 -3.8911 0.1 -0.2 0.0
O -0.7135 -1.4309 -3.2419 0.1 0.2 -0.1
C -1.6424 -1.6218 -4.3288 0.0 -0.1 0.1
C 3.3047 -3.0816 -0.8753 0.0 0.2 -0.1
O 4.2729 -3.7832 -1.0069 -0.1 -0.3 -0.1
O 3.0600 -2.4183 0.2482 -0.2 -0.1 0.5
C 4.1242 -2.5790 1.2216 0.0 0.0 0.0
C 5.3769 -0.5704 -3.1138 0.0 0.0 0.1
O 5.9088 -1.1895 -4.0003 -0.1 -0.1 -0.1
O 5.8593 0.5758 -2.6330 -0.1 0.0 0.1
C 7.1200 1.0113 -3.1910 -0.1 -0.1 0.0
H 3.5415 3.8468 -0.3045 0.0 0.0 0.0
H 5.0914 3.4756 -1.0889 0.0 0.0 0.0
H 4.7249 2.7738 0.5016 0.0 0.0 0.1
H 3.4072 -1.5840 -5.7099 0.0 0.0 0.0
H 2.0151 -1.0959 -4.7158 0.0 -0.1 -0.1
H 2.0311 -2.6854 -5.5105 0.0 0.0 0.0
H 1.5816 0.3751 -3.4450 0.0 0.0 -0.1
H 1.5879 1.7300 -2.3185 0.1 0.0 0.0
H 0.0497 0.9382 -2.7625 0.0 -0.1 0.0
H -2.1292 -0.6628 -4.4821 0.0 0.0 0.0
H -2.3750 -2.3827 -4.0699 0.0 0.0 0.0
H -1.1234 -1.9277 -5.2305 0.1 0.0 0.0
H 3.8295 -2.0139 2.0902 -0.2 0.2 0.2
H 5.0534 -2.1922 0.8128 0.0 0.1 0.0
H 4.2503 -3.6291 1.4668 -0.1 0.0 0.0
H 7.2223 2.0545 -2.9190 0.0 0.1 0.1
H 7.1180 0.8901 -4.2688 0.0 0.0 -0.1
H 7.9301 0.4266 -2.7639 0.0 -0.1 0.0
O -5.3476 3.7715 -4.1643 0.5 0.1 0.3
N -4.3203 4.1058 -3.6027 -0.2 0.3 -0.1
O -3.8284 5.2208 -3.6201 -0.2 -0.6 0.1
C -3.6021 3.0665 -2.8287 -0.4 0.1 -0.4
C -4.0950 1.7764 -2.7975 -0.2 0.0 -0.1
C -3.4177 0.7805 -2.1327 0.0 -0.1 0.0
C -2.1805 1.0335 -1.4540 0.2 0.0 -0.1
O -1.4638 0.1514 -0.8724 -0.4 -0.1 0.0
C -1.7767 2.4051 -1.4916 -0.2 -0.2 0.0
C -2.4560 3.3981 -2.1764 0.4 0.3 0.2
N -0.5711 2.7935 -0.8358 -0.1 -0.8 -0.3
O -0.1427 3.8924 -0.9606 0.3 1.0 -0.3
O 0.0944 1.9426 -0.1917 0.4 0.7 -0.2
N -4.0861 -0.5424 -2.1720 -0.1 -0.3 0.0
O -5.2366 -0.5764 -2.5452 0.3 0.2 0.1
O -3.4614 -1.5495 -1.8575 0.2 0.4 0.2
H -5.0159 1.5481 -3.3099 -0.1 0.0 0.0
H -2.0839 4.4122 -2.1977 0.0 0.0 0.0
```
Positions in Å, forces in eV/Å.

charge	+1
HOMO energy	-10.41	eV
total energy	-248644.7503	eV

[3]
Density functional theory data (wB97M-V/def2-TZVPD) for 2 unconnected molecules or ions with the total composition C2H9NS2 at a distorted geometry.

Structure (XYZ):
```
14
Properties=species:S:1:pos:R:3:forces:R:3
C -2.2045 -1.1404 2.0766 -0.5 0.1 -0.4
S -0.9981 -0.4548 0.9165 0.8 0.0 0.7
S -1.9739 0.1372 -0.7277 -0.5 0.1 -0.7
H -1.7382 -1.1262 3.0569 0.0 0.0 0.1
H -2.4552 -2.1474 1.7811 0.1 -0.4 0.1
H -3.1425 -0.5917 2.0935 0.1 0.3 0.1
H -2.1024 1.4621 -0.5097 0.0 -0.1 0.2
C 3.7151 0.1405 -1.6333 -0.8 0.1 0.8
N 4.1312 1.1455 -0.6549 -0.1 0.1 0.0
H 2.6330 0.0114 -1.5934 -0.1 0.1 0.1
H 4.1053 -0.8179 -1.3047 0.3 -0.2 -0.4
H 3.9332 0.3770 -2.6644 0.4 -0.1 -0.4
H 5.0498 1.4928 -0.8848 0.0 0.2 0.1
H 3.4928 1.9332 -0.5873 0.2 -0.2 -0.2
```
Positions in Å, forces in eV/Å.

SMILES	CSS.CN
HOMO energy	-9.08	eV
total energy	-25380.0874	eV

[4]
Density functional theory data (wB97M-V/def2-TZVPD) for a molecular structure, C6H11NO10Rb at a distorted geometry.

Structure (XYZ):
```
29
Properties=species:S:1:pos:R:3:forces:R:3
Rb 1.9013 0.8135 -0.0432 0.4 0.7 -0.2
C -1.7346 -2.1073 2.2420 -0.5 0.5 -0.6
C -0.9848 -1.6327 1.0078 3.3 0.6 1.6
O 0.1640 -1.2273 1.0608 -3.9 -1.3 -1.1
N -1.7333 -1.8292 -0.3323 -0.3 1.3 -0.4
H -1.3861 -2.6233 -0.8511 1.3 0.1 -0.6
H -2.6601 -2.1844 -0.1452 -0.7 0.4 0.5
C -1.8393 -0.5163 -1.1568 0.1 1.3 0.2
H -2.7559 -1.7314 2.3025 -0.1 0.2 -0.3
H -1.2432 -1.7392 3.1426 0.3 -0.3 -0.3
H -1.8387 -3.1915 2.2012 0.3 -0.1 0.2
H -2.3375 -0.5445 -2.1258 0.1 -1.2 0.1
H -0.8752 -0.0386 -1.3313 0.5 -0.8 0.1
H -2.3813 0.2449 -0.5956 -0.1 -0.4 0.7
O -0.2485 -0.9853 -3.8556 -2.4 -1.3 -0.8
C 0.7771 -0.1833 -3.6846 4.6 2.7 2.9
O 1.3843 -0.2842 -2.5800 -0.5 -0.7 0.2
O 1.0450 0.6529 -4.5618 -0.8 -0.4 -0.8
H -0.5225 -0.4639 -4.6137 -1.3 -0.6 -1.2
O -2.2308 2.2058 0.8717 -3.3 0.0 0.3
C -0.9445 2.3764 0.7439 5.7 -0.4 -1.0
O -0.4318 2.8052 -0.2906 -1.0 0.4 -1.0
O -0.2421 1.9333 1.7040 -0.7 -0.4 1.1
H -2.1712 1.9687 1.8000 -0.9 -0.4 0.7
O 3.8783 1.0289 2.2095 -1.0 -0.4 1.2
C 4.7304 1.7741 1.5135 4.2 2.0 -4.2
O 5.7571 2.2405 2.0672 -0.6 -0.3 2.4
O 4.6048 1.9189 0.2898 -2.2 -0.7 -1.1
H 4.3191 1.3193 3.0114 -0.4 -0.7 1.7
```
Positions in Å, forces in eV/Å.

charge	-1
HOMO energy	-4.14	eV
total energy	-29022.3196	eV

[5]
Density functional theory data (wB97M-V/def2-TZVPD) for a molecular structure, C22H20N7S4V.

Structure (XYZ):
```
54
Properties=species:S:1:pos:R:3:forces:R:3
V -1.1389 0.4752 -0.3526 -0.8 0.1 0.2
C 3.8532 0.5143 -2.7298 0.0 0.0 0.0
C 2.7250 -0.2469 -3.0041 0.0 0.0 0.0
C 1.6997 -0.3295 -2.0729 0.0 0.0 0.0
C 1.8236 0.3351 -0.8583 0.0 -0.1 0.0
C 2.9513 1.0967 -0.5736 0.0 0.0 0.0
C 3.9597 1.1900 -1.5188 0.0 0.0 0.0
N 0.7617 0.2074 0.0884 0.2 0.0 -0.1
N 1.1397 0.0670 1.3059 0.0 0.0 0.0
C 0.0696 -0.0088 2.1816 0.0 0.0 0.0
C 0.3176 -0.2664 3.5250 0.0 0.0 0.0
C -0.7538 -0.3583 4.3873 0.0 0.0 0.0
C -2.0428 -0.1915 3.8858 0.0 0.0 0.0
C -2.2126 0.0648 2.5437 0.0 0.0 -0.1
N -1.1784 0.1614 1.6888 0.1 0.0 0.1
H 4.6568 0.5710 -3.4522 0.0 0.0 0.0
H 2.6534 -0.7983 -3.9329 0.0 0.0 0.0
H 0.8327 -0.9522 -2.2596 0.0 0.0 0.0
H 3.0272 1.5969 0.3822 0.0 0.0 0.0
H 4.8420 1.7780 -1.3037 0.0 0.0 0.0
H 1.3402 -0.3947 3.8485 0.0 0.0 0.0
H -0.5959 -0.5639 5.4371 0.0 0.0 0.0
H -2.9117 -0.2627 4.5238 0.0 0.0 0.0
H -3.2014 0.1919 2.1288 0.0 0.0 0.0
S -1.2771 2.8949 -0.5694 0.1 0.1 0.0
C -0.4802 2.7771 -2.0726 0.0 0.0 0.0
N 0.5645 3.4929 -2.4572 0.0 0.0 0.0
C 1.1181 3.0272 -3.7324 0.0 0.0 0.0
C -0.0009 2.1004 -4.2413 0.0 0.0 0.0
N -0.8060 1.8943 -3.0303 0.0 -0.1 0.0
H 1.0588 4.0820 -1.8077 0.0 0.0 0.0
H 2.0436 2.4804 -3.5529 0.0 0.0 0.0
H 1.3110 3.8585 -4.4055 0.0 0.0 0.0
H 0.3843 1.1560 -4.6182 0.0 0.0 0.0
H -0.6065 2.5755 -5.0130 0.0 0.0 0.0
H -1.7332 1.4953 -3.0662 0.0 0.0 0.0
S -6.5593 -0.9443 1.9492 0.0 0.0 0.0
C -5.3287 -0.7464 0.8926 -0.1 -0.1 -0.1
S -4.4014 -2.0717 0.2053 0.0 0.0 0.0
C -3.3968 -0.9401 -0.6330 0.1 -0.2 -0.1
N -3.7201 0.2997 -0.4450 0.4 0.1 -0.2
N -4.8169 0.4085 0.3733 0.0 0.0 0.1
C -5.3409 1.7208 0.6056 0.0 0.1 0.1
C -4.5050 2.7047 1.1108 0.1 -0.1 0.0
C -5.0030 3.9818 1.3171 0.0 0.0 0.0
C -6.3316 4.2613 1.0313 0.0 0.0 0.0
C -7.1593 3.2642 0.5328 0.0 0.0 0.0
C -6.6667 1.9881 0.3115 0.0 0.0 0.0
S -1.9703 -1.3648 -1.5393 0.0 -0.2 -0.1
H -3.4698 2.4745 1.3373 -0.1 0.0 0.0
H -4.3540 4.7541 1.7078 0.0 0.0 0.0
H -6.7233 5.2554 1.1986 0.0 0.0 0.0
H -8.1961 3.4786 0.3118 0.0 0.0 0.0
H -7.3081 1.2047 -0.0692 0.0 0.0 0.0
```
Positions in Å, forces in eV/Å.

2S+1	4
charge	+1
HOMO energy (alpha / beta)	-10.43 / -10.53	eV
total energy	-102593.8872	eV

[6]
Density functional theory data (wB97M-V/def2-TZVPD) for C3H9NS2 in the gas phase at a distorted geometry.

Structure (XYZ):
```
15
Properties=species:S:1:pos:R:3:forces:R:3
C -0.8192 0.4224 1.0883 0.6 -0.2 -0.9
C -0.0641 0.6066 -0.2287 -0.1 0.0 0.1
N 0.5680 1.9310 -0.2706 1.0 0.1 0.1
C 0.9780 -0.4921 -0.4951 0.0 0.1 0.7
S 0.5999 -2.2184 -0.0837 -0.5 0.1 -0.5
S -1.1280 -2.4801 -1.2454 0.5 -0.2 0.2
H -0.0833 0.3755 1.8967 -0.2 0.0 0.2
H -1.5094 1.2514 1.2177 -0.1 0.0 0.2
H -1.3461 -0.5298 1.0147 -0.1 0.2 0.4
H -0.7684 0.5917 -1.0583 -0.2 -0.1 0.0
H 1.4134 1.8988 -0.8537 -0.6 0.1 -0.2
H 0.9835 2.1494 0.6358 -0.4 -0.1 0.1
H 1.2747 -0.4498 -1.5321 0.3 0.0 -0.3
H 1.8436 -0.2732 0.1416 0.1 -0.1 -0.1
H -1.9425 -2.7832 -0.2274 -0.1 0.1 0.0
```
Positions in Å, forces in eV/Å.

SMILES	C[C@@H](N)CSS
HOMO energy	-8.70	eV
total energy	-26417.5184	eV